(1)
DFT (ωB97M-V with the def2-TZVPD basis set) results for a cluster of 7 separate species, H14O7 in total.

Output
E_LUMO	-0.0116	Eh
Kohn-Sham gap	0.3872	hartree
SMILES string	O.O.O.O.O.O.O
HOMO level	-10.85	eV
2S+1	1
ΔE to the lowest compared entry with this formula, charge and spin	46.82	kcal/mol

```
21
Properties=species:S:1:pos:R:3:forces:R:3
O 3.030965 1.237768 0.248883 0.22 -0.10 0.29
H 2.588578 0.426184 0.000175 -0.12 -0.21 -0.34
H -1.829079 1.641402 2.453971 -0.20 -0.03 -0.09
O -0.311532 -2.489798 0.045841 -0.14 0.29 -0.07
H -0.319066 -3.148356 -0.648775 0.02 -0.40 -0.10
O -1.093572 2.239088 2.588265 -0.51 0.87 0.09
H 1.250875 -0.161856 2.266386 0.44 -0.02 -0.15
H -0.317634 1.681623 2.530178 0.13 -0.03 0.05
H -0.341149 0.466440 0.468992 -0.01 0.01 0.36
O 0.595644 -1.825955 -2.870823 0.15 -0.18 -0.04
H 0.286036 -0.222032 3.431449 -0.18 -0.03 0.34
H -1.167742 1.622355 -1.876457 0.24 -0.03 0.45
H -1.200366 -0.199814 -0.584450 -0.16 -0.23 0.03
H -1.515816 0.992229 -3.208260 0.09 -0.03 -0.19
H 0.011610 -1.901141 -2.116186 0.00 0.30 0.26
O -0.594847 0.529563 -0.451808 0.29 0.15 -0.07
O 0.426636 0.204882 2.586338 0.43 -0.71 -0.26
H 2.322343 1.829803 0.501029 -0.19 0.29 -0.03
O -1.806531 1.661057 -2.588276 -0.48 0.16 -0.48
H -0.031267 -2.967572 0.826489 0.05 -0.11 0.22
H 0.015913 -1.615868 -3.602960 -0.08 0.04 -0.27
```
Positions in Å, forces in eV/Å.

(2)
DFT (ωB97M-V with the def2-TZVPD basis set) results for a cluster of 3 separate species, C29H49BrFIN3O10 in total.

Output
E_LUMO	-0.1857	Eh
Kohn-Sham gap	0.1853	hartree
charge	+1
HOMO level	-10.10	eV
2S+1	1

```
94
Properties=species:S:1:pos:R:3:forces:R:3
H 5.530760 -4.090600 3.245546 0.00 -0.04 -0.04
C 4.652069 -6.452242 6.492549 -0.13 -0.17 0.07
H -2.498873 -1.491802 -2.360310 0.17 0.76 -0.86
H 3.038820 5.320986 -1.642915 -0.41 -0.18 -0.92
C -6.125847 0.950587 -5.456771 -0.57 -0.76 0.10
H -2.655817 0.845041 -6.880374 0.72 0.59 0.47
C -0.521786 -4.282515 1.866667 -0.30 0.00 -0.05
C -3.365000 0.082759 2.676831 -0.19 -0.38 -0.07
C -1.630506 -0.220948 1.063783 -0.02 -0.39 0.18
H 0.475523 -3.269930 3.832716 0.00 -0.02 -0.12
H -0.244600 -1.888107 0.972677 -0.26 -0.08 0.04
C -3.136833 2.595577 -4.054535 0.60 2.45 -0.44
H 6.809917 -4.802091 4.237141 0.00 -0.07 0.01
H 4.469914 -3.183892 7.048890 -0.10 -0.10 0.11
H 1.599186 3.341065 -1.729473 -0.41 0.79 -0.77
C -0.331657 -1.273803 3.687272 -0.18 0.19 0.22
C -1.040831 6.999254 -2.234252 0.74 0.27 -0.78
H 5.306034 -7.698576 4.889629 0.05 -0.14 0.20
H 3.611828 -6.746005 6.362469 -0.04 0.04 -0.26
H -2.789975 0.978085 2.928326 0.02 0.00 -0.06
O -0.279795 -0.290291 -5.624302 -0.47 0.43 0.92
H -2.835839 -1.062748 -4.151881 0.59 0.02 0.84
I 0.648552 8.342900 -0.008317 -0.12 0.01 -1.01
H -0.863632 -5.283669 2.140678 0.17 -0.09 -0.02
H 5.057552 -7.152697 7.228526 0.12 0.11 0.01
H 6.388315 -5.524433 2.652222 0.17 0.07 0.05
C 2.617796 5.056868 -2.653252 -0.14 0.07 1.32
H -1.911807 -0.383980 0.023684 0.19 0.08 -0.06
H -3.335214 6.076743 -3.701267 0.86 -0.98 -0.12
H 2.406278 6.030664 -3.167462 0.33 -1.02 0.23
H -1.150771 6.911977 -4.422056 0.52 -0.77 0.66
O 4.723176 -5.174731 7.116955 -0.09 -0.01 -0.12
C 2.786826 -3.969471 6.030699 0.08 -0.06 -0.17
H 3.414815 4.457281 -3.165412 -0.92 0.66 0.23
C -0.503749 -2.789843 3.731324 -0.13 0.02 -0.05
H -3.614386 -0.430179 3.608237 -0.05 0.01 -0.05
N -0.972771 1.248896 -4.064594 -2.06 -0.20 -1.58
N -4.694968 0.945740 -5.480739 -0.46 1.13 0.98
O -2.642020 -0.820486 1.861754 0.23 0.49 0.22
C 1.317411 4.210471 -2.389409 0.26 -0.25 -0.55
F -6.741648 2.011603 -4.842034 1.63 -0.55 -0.56
O -4.461967 0.860764 -3.196450 0.42 0.56 -0.45
H -4.422418 -0.040267 -5.593230 -0.21 0.48 -0.21
H 6.512742 -6.514530 5.399552 -0.04 0.12 -0.04
H -1.082271 -3.035682 4.630207 0.15 0.16 0.14
O 2.339431 -5.053547 5.231038 -0.04 0.02 0.47
Br 1.542466 4.335168 -5.400786 -0.84 -0.43 0.41
O -6.770468 0.076255 -5.914044 0.11 0.38 -0.12
H 0.432682 -0.336658 0.595249 -0.01 0.12 0.10
C -1.681450 2.509172 -3.965806 -0.78 1.63 0.39
C -0.753846 6.248008 -3.601492 -0.05 1.74 0.00
C -2.871710 5.062895 -3.788393 -1.05 -1.53 -0.14
H 4.897634 -3.873824 5.523033 -0.16 -0.12 -0.21
C -1.382274 0.277605 -3.044097 -0.23 -0.73 2.02
O 0.340208 -0.711144 2.566958 -0.08 -0.04 -0.08
H 0.931137 7.990154 -2.764703 -0.78 0.19 0.96
H -1.005662 1.077414 -7.535551 -0.64 0.10 1.01
O -1.173378 0.582382 -1.894765 0.00 0.31 -1.09
O 4.992762 -5.842300 4.135021 0.41 0.21 0.29
C 5.994180 -5.032952 3.547122 -0.32 -0.08 -0.25
C 1.281769 -5.811285 5.789565 0.04 -0.09 -0.35
C -0.940485 0.695840 -5.412610 0.38 -0.47 -1.78
H 1.457569 -6.865880 5.563844 -0.02 0.03 -0.04
C 0.687297 3.596292 -3.750227 0.27 -0.12 1.24
H -1.280444 -0.763471 3.847186 -0.17 -0.16 -0.13
H 0.277947 -1.001600 4.554962 0.13 -0.08 -0.11
H 1.212357 -5.707644 6.875506 0.01 0.08 -0.03
H 2.632214 -3.057841 5.439798 0.13 0.14 0.17
C -3.755480 3.937402 -3.949059 2.86 -0.30 0.12
C -4.123471 1.405353 -4.213198 0.03 -0.37 1.32
H -0.430593 9.150862 -2.400207 0.62 -0.95 0.40
C -1.671951 1.322631 -6.660936 1.11 0.59 -0.07
H -1.577081 0.861911 1.224895 -0.04 -0.03 0.12
C 0.037675 8.173710 -2.105320 -0.78 -0.21 -0.31
C -0.253591 -0.843616 1.280887 0.10 -0.12 -0.13
H 1.002583 2.519254 -3.744670 -0.82 1.12 -0.34
H 0.518376 4.766660 -1.835095 0.90 -0.27 -0.47
C 4.267340 -4.038902 6.395855 0.27 0.16 -0.10
C -2.090355 -1.084040 -3.316655 1.23 -0.34 -0.95
H -2.059425 7.465517 -2.313783 0.88 -0.62 0.54
H -0.939273 6.296199 -1.371835 -0.37 0.61 -0.73
N -1.487897 4.959966 -3.734465 -0.88 -1.38 -0.04
C 5.444828 -6.660070 5.204650 -0.26 0.09 0.03
C -0.859618 3.728618 -3.801494 -0.92 -1.21 -0.49
H -0.753133 -4.120089 0.810444 -0.05 -0.03 0.02
H 2.185961 -3.874024 6.940843 -0.01 -0.13 0.00
H -4.298378 0.364335 2.178765 0.01 0.17 0.07
O -1.224354 -3.318407 2.629332 0.49 0.08 -0.05
H -1.286661 -1.805628 -3.650598 -0.81 0.74 0.26
H 0.562214 -4.210074 1.988539 -0.03 -0.02 0.08
H -1.712902 2.446029 -6.630847 -0.39 -1.10 0.07
H 0.338552 -5.515309 5.322081 -0.13 -0.02 0.16
H -4.850021 4.121899 -3.990221 0.99 -0.33 0.01
H 0.344189 6.163035 -3.764019 -1.08 -0.49 0.10
```
Positions in Å, forces in eV/Å.